1.
Formula: C2H8N2S
Source: the OMol25 dataset
Level of theory: the ωB97M-V functional and the def2-TZVPD basis

Output
- E: -16017.68746 eV
- E_HOMO: -6.780 eV
- Charge: 0
- Kohn-Sham gap: 7.0777 eV

Positions of all 13 atoms, in Å:
C: -1.318 -0.277 -1.187
N: 0.098 -0.478 -0.899
C: 0.539 -0.521 0.338
N: 1.803 -0.320 0.703
H: -1.736 -1.183 -1.629
H: -1.463 0.555 -1.867
H: -1.814 -0.046 -0.247
H: 0.772 -0.168 -1.574
H: -0.195 -0.620 1.121
H: 2.516 -0.419 -0.002
H: 1.926 0.225 1.547
S: -0.147 2.048 1.522
H: -0.981 1.204 2.175

Atom charges from the natural (NBO) analysis, given in e for atoms 1 to 5: -0.4112, -0.5320, 0.4250, -0.7818, 0.2002

=====

2.
Formula: C5H7NO2
Source: the OMol25 dataset
Level of theory: the ωB97M-V functional and the def2-TZVPD basis

Output
- E: -10878.62161 eV
- E_HOMO: -8.313 eV
- SMILES: O=C1N[C@@H]1C[C@H]1CO1
- Charge: 0
- Kohn-Sham gap: 9.1460 eV

Positions of all 15 atoms, in Å:
C: -0.360 -0.602 -1.268
C: -0.432 0.808 0.869
C: 1.487 -0.669 -1.208
C: -0.820 0.663 -0.593
N: -0.865 -0.285 1.805
C: 0.453 -0.054 1.683
O: 0.512 -1.506 -0.733
O: 1.538 -0.340 2.089
H: -1.441 -0.187 2.630
H: -1.020 -1.043 -2.008
H: -0.525 1.830 1.237
H: 1.694 -0.573 -2.263
H: 2.176 -0.283 -0.471
H: -1.915 0.677 -0.655
H: -0.482 1.564 -1.114

Atom charges from the natural (NBO) analysis, given in e for atoms 1 to 5: 0.1063, -0.1501, -0.1190, -0.4659, -0.6280

=====

3.
Formula: C3H5O3
Source: the OMol25 dataset
Level of theory: the ωB97M-V functional and the def2-TZVPD basis

Output
- E: -9335.62833 eV
- E_HOMO: -4.245 eV
- Charge: -1
- Kohn-Sham gap: 8.0991 eV

Positions of all 11 atoms, in Å:
O: 0.068 0.298 -3.093
C: -0.250 0.725 -2.006
C: 0.361 0.316 -0.716
H: -0.996 1.539 -1.930
H: 1.141 -0.436 -0.793
H: -0.405 -0.108 -0.061
H: 0.738 1.202 -0.195
O: 0.611 -1.711 1.635
C: -0.155 -0.905 2.193
O: -1.342 -0.613 1.897
H: 0.228 -0.307 3.070

Atom charges from the natural (NBO) analysis, given in e for atoms 1 to 5: -0.5695, 0.4552, -0.7539, 0.0828, 0.2403

=====

4.
Formula: CHO3Tl
Source: the OMol25 dataset
Level of theory: the ωB97M-V functional and the def2-TZVPD basis

Output
- E: -11889.03123 eV
- E_HOMO: -9.438 eV
- Charge: 0
- Kohn-Sham gap: 9.4452 eV

Positions of all 6 atoms, in Å:
O: -0.868 -1.080 0.187
H: -0.256 -1.799 0.031
O: 1.994 0.277 0.494
C: 0.917 0.683 0.288
Tl: -1.941 0.418 -0.888
O: 0.154 1.500 -0.112

Atom charges from the natural (NBO) analysis, given in e for atoms 1 to 5: -1.2966, 0.4764, -0.4848, 1.0776, 0.8462

=====

5.
Formula: C23H40BCl2N2O27
Source: the OMol25 dataset
Level of theory: the ωB97M-V functional and the def2-TZVPD basis

Output
- E: -108483.30521 eV
- E_HOMO: -7.673 eV
- Charge: -1
- Kohn-Sham gap: 9.5876 eV

Positions of all 95 atoms, in Å:
O: 0.064 2.948 -1.166
C: 0.195 1.862 -0.566
O: -0.009 0.646 -0.960
B: 0.102 -0.312 0.175
O: 0.526 0.553 1.336
C: 0.553 1.814 0.926
O: 0.823 2.751 1.655
O: 1.073 -1.426 -0.026
C: 0.408 -2.594 -0.015
O: 0.887 -3.706 -0.135
C: -1.105 -2.210 0.135
O: -1.198 -0.901 0.482
O: -2.043 -3.033 0.037
Cl: -0.827 -8.411 1.583
C: -0.367 -6.774 0.897
C: -1.214 -6.455 -0.336
Cl: -0.662 -7.252 -1.852
H: 0.711 -6.767 0.732
H: -0.605 -6.109 1.727
H: -1.272 -5.379 -0.503
H: -2.240 -6.719 -0.079
C: 3.891 -4.472 0.909
N: 5.104 -3.763 1.363
O: 6.081 -4.403 1.650
O: 5.049 -2.546 1.550
H: 3.059 -4.197 1.557
H: 4.057 -5.549 0.935
H: 3.556 -4.172 -0.084
C: -2.331 -0.307 -2.927
N: -1.387 -0.907 -3.899
O: -1.144 -0.272 -4.920
O: -0.998 -2.027 -3.638
H: -2.464 -0.711 -1.923
H: -3.263 -0.425 -3.480
H: -2.000 0.717 -2.756
C: 0.063 5.961 2.821
O: 1.418 5.485 2.846
C: 1.955 4.739 3.732
O: 1.475 4.281 4.768
O: 3.175 4.261 3.258
C: 3.721 4.771 2.006
H: -0.630 5.121 2.774
H: -0.215 6.583 1.970
H: -0.270 6.613 3.628
H: 4.723 4.380 1.829
H: 3.779 5.839 1.797
H: 3.148 4.429 1.144
C: -6.086 -1.996 -5.651
O: -5.413 -2.244 -4.412
C: -4.819 -3.433 -4.255
O: -5.064 -4.415 -4.923
O: -3.872 -3.350 -3.316
C: -3.077 -4.498 -3.040
H: -6.578 -1.024 -5.674
H: -6.869 -2.736 -5.814
H: -5.439 -2.077 -6.524
H: -3.571 -5.469 -3.039
H: -2.652 -4.229 -2.073
H: -2.318 -4.477 -3.822
C: -2.085 0.601 3.418
O: -2.610 1.802 4.004
C: -1.746 2.717 4.653
O: -0.574 2.486 4.994
O: -2.414 3.714 5.117
C: -3.790 4.000 4.977
H: -1.037 0.714 3.142
H: -2.768 0.359 2.603
H: -2.135 -0.313 4.010
H: -4.157 4.868 5.525
H: -4.480 3.156 4.977
H: -3.846 4.448 3.985
C: 3.622 0.977 2.781
O: 2.985 -0.085 3.450
C: 2.047 0.198 4.369
O: 1.930 1.269 4.892
O: 1.288 -0.839 4.783
C: 1.500 -2.146 4.379
H: 3.035 1.894 2.831
H: 3.782 0.743 1.728
H: 4.647 1.131 3.120
H: 1.385 -2.150 3.295
H: 0.718 -2.836 4.695
H: 2.500 -2.500 4.633
C: 3.806 3.340 -6.468
O: 3.146 4.563 -6.229
C: 1.993 4.661 -5.452
O: 1.333 5.663 -5.400
O: 1.562 3.433 -5.022
C: 0.411 3.280 -4.288
H: 3.471 2.608 -5.732
H: 4.880 3.514 -6.404
H: 3.622 2.953 -7.470
H: 0.471 3.943 -3.425
H: 0.356 2.231 -3.995
H: -0.443 3.597 -4.886

Atom charges from the Mulliken analysis, given in e for atoms 1 to 5: -0.6851, 0.0317, -0.8483, 1.2142, 0.3152

=====

6.
Formula: C5H6IN3O2
Source: the OMol25 dataset
Level of theory: the ωB97M-V functional and the def2-TZVPD basis

Output
- E: -21940.36751 eV
- E_HOMO: -8.621 eV
- Charge: 0
- Kohn-Sham gap: 8.4191 eV

Positions of all 17 atoms, in Å:
C: -0.939 -1.338 0.199
C: 0.365 0.164 -0.441
C: -1.489 -0.528 1.111
C: 1.301 0.098 -1.538
C: 0.594 2.280 0.736
N: -1.045 0.677 1.340
N: 0.052 1.002 0.448
N: -0.805 -2.644 -0.359
O: 0.281 -2.879 -0.862
O: -1.809 -3.344 -0.128
I: -3.137 -1.114 2.291
H: 0.665 -0.411 -2.241
H: 1.690 1.070 -1.728
H: 2.096 -0.553 -1.337
H: 0.211 2.356 1.716
H: 1.705 2.150 0.718
H: 0.262 3.014 0.077

Atom charges from the natural (NBO) analysis, given in e for atoms 1 to 5: -0.0264, 0.3897, 0.0081, -0.7157, -0.4177